Arrangement 1

Below is an isolated ion of composition C10H15N2O and charge +1, with properties calculated with ωB97M-V/def2-TZVPD.

Calculated values
Molecular weight   179.24 g/mol
Structure (SMILES)   O[C@]1(c2cccc[nH+]2)CCCCN1

Structure (ORCA input):
```
! RIJCOSX wB97M-V def2-TZVPD def2/J DEFGRID3
* xyz 1 1
O -0.2609 -2.2371 0.9340
C 0.0732 -1.2459 0.1085
C -0.6370 0.2957 0.9437
C -1.3712 0.0859 2.1480
C -1.7152 1.1229 2.9605
C -1.4768 2.3918 2.4876
C -0.7679 2.6599 1.3254
N -0.3202 1.5615 0.6294
C -0.6296 -1.3596 -1.2709
C 0.0159 -0.6815 -2.5056
C 1.4646 -0.7944 -2.5746
C 2.0389 -0.2717 -1.2173
N 1.4738 -1.0175 -0.1435
H 0.3950 -2.4542 1.6303
H -1.9405 -0.8663 2.2724
H -2.3686 0.9083 3.8566
H -1.8119 3.3080 2.9546
H -0.2583 3.6012 1.2102
H 0.4895 1.7434 0.0451
H -1.6811 -1.1466 -0.9280
H -0.6218 -2.5082 -1.3911
H -0.2519 0.4196 -2.5179
H -0.5451 -1.1492 -3.3602
H 2.0381 -1.7671 -2.7736
H 1.7849 -0.1514 -3.4180
H 3.0549 -0.4256 -1.0588
H 1.9479 0.9316 -1.1265
H 1.8813 -0.9537 0.7797
*
```

Results of the Mulliken charge analysis, in e, for atoms 1 through 2:
1 O -0.477
2 C 0.562



Arrangement 2

Below is an isolated ion of composition C10H15N2O and charge +1, with properties calculated with ωB97M-V/def2-TZVPD.

Calculated values
Molecular weight   179.24 g/mol

Structure (ORCA input):
```
! RIJCOSX wB97M-V def2-TZVPD def2/J DEFGRID3
* xyz 1 1
C -2.3171 -1.7934 0.4183
C -3.3093 -0.8898 0.3914
C -0.9909 -1.6343 0.0413
C -1.7769 0.5725 -0.5786
C -3.0785 0.3812 -0.0662
C -0.7019 -0.3869 -0.4178
C 1.9779 1.3903 -0.0312
C 2.2436 -1.0151 -0.2579
C -4.0234 1.5365 -0.2071
C 4.1218 0.1990 0.7407
N 0.3282 0.0416 -1.1847
N 2.9767 0.3377 -0.2185
O 1.3573 -0.9554 -1.3243
H -2.4500 -2.7970 0.9321
H -4.2732 -1.1695 0.8122
H -0.3501 -2.5068 0.0582
H -1.5779 1.5892 -1.0510
H 2.0732 2.3211 -0.5377
H 1.4369 1.0753 0.8736
H 2.9359 -1.7917 -0.5067
H 1.7675 -1.1260 0.7322
H -4.2474 1.6895 -1.2772
H -5.0418 1.2788 0.2998
H -3.6008 2.3549 0.4824
H 5.0297 -0.2362 0.3055
H 4.2276 1.3769 1.0087
H 3.8491 -0.4091 1.6743
H 3.4133 0.5664 -1.1118
*
```

Results of the Mulliken charge analysis, in e, for atoms 1 through 2:
1 C -0.420
2 C -0.601



So which one is most stable? That would be arrangement 1, about 97.9 kcal/mol below the next structure.



Arrangement 1

Below is C4H8NO2 as an isolated structure, with properties calculated with ωB97M-V/def2-TZVPD.

Calculated values
Molecular weight   102.11 g/mol

Structure (ORCA input):
```
! RIJCOSX wB97M-V def2-TZVPD def2/J DEFGRID3
* xyz -1 1
C -1.3434 -1.2794 -0.6934
N -1.4363 0.0540 -0.1335
C 0.0273 1.7275 0.8826
C -0.0840 0.3757 0.4088
C 1.4042 -0.0411 -0.3331
O 1.7774 0.4705 -1.4664
O 2.1345 -1.0301 0.3877
H -0.6147 -1.2668 -1.6072
H -0.9503 -2.1200 -0.0293
H -2.4109 -1.4519 -1.1960
H 1.2595 -1.2322 -0.4216
H -1.0238 1.9284 1.0414
H 0.5074 2.4347 0.2132
H 0.6862 1.7458 1.7599
H 0.0669 -0.3151 1.1869
*
```

Results of the Mulliken charge analysis, in e, for atoms 1 through 2:
1 C -0.756
2 N -0.769



Arrangement 2

Below is an isolated ion of composition C4H8NO2 and charge -1, with properties calculated with ωB97M-V/def2-TZVPD.

Calculated values
Molecular weight   102.11 g/mol
Structure (SMILES)   CN[C@H](C)C(=O)[O-]

Structure (ORCA input):
```
! RIJCOSX wB97M-V def2-TZVPD def2/J DEFGRID3
* xyz -1 1
C 1.5793 0.8375 -1.3786
N 1.0654 -0.4067 -0.8363
C 0.3792 -0.2802 0.4430
C 0.3509 -1.5059 1.3262
C -1.0298 0.3581 0.2458
O -1.9044 -0.3259 -0.3347
O -1.1159 1.5645 0.5879
H 1.7227 0.6715 -2.4339
H 0.9159 1.6854 -1.1876
H 2.4744 1.1300 -0.8164
H 0.4321 -0.8497 -1.4919
H 0.8822 0.5526 0.9495
H -0.2899 -2.2961 0.9236
H -0.0025 -1.2255 2.3148
H 1.3557 -1.9481 1.3513
*
```

Results of the Mulliken charge analysis, in e, for atoms 1 through 2:
1 C -0.861
2 N -0.504



So which one is most stable? That would be arrangement 2, about 141.4 kcal/mol below the next structure.



Arrangement 1

Below is an isolated ion of composition C2H4O3PS and charge -1, with properties calculated with ωB97M-V/def2-TZVPD.

Calculated values
Molecular weight   139.09 g/mol
Structure (SMILES)   [H]/P=C(/C)S(=O)(=O)[O-]

Structure (ORCA input):
```
! RIJCOSX wB97M-V def2-TZVPD def2/J DEFGRID3
* xyz -1 1
H 1.2222 2.3535 -0.7595
P -0.1384 2.3941 -0.2440
C -0.2589 0.5109 -0.0668
C -1.3172 -0.2171 0.7668
S 1.0725 -0.7260 -0.6200
O 1.2527 -1.5169 0.5981
O 0.3313 -1.4424 -1.6434
O 2.2779 -0.0030 -1.1029
H -2.0591 0.2817 1.3284
H -0.7663 -0.6330 1.6835
H -1.6167 -1.0018 0.0598
*
```

Results of the Mulliken charge analysis, in e, for atoms 1 through 2:
1 H -0.014
2 P -0.060



Arrangement 2

Below is an isolated ion of composition C2H4O3PS and charge -1, with properties calculated with ωB97M-V/def2-TZVPD.

Calculated values
Molecular weight   139.09 g/mol
Structure (SMILES)   [H]/P=C(/C)S(=O)(=O)[O-]

Structure (ORCA input):
```
! RIJCOSX wB97M-V def2-TZVPD def2/J DEFGRID3
* xyz -1 1
H 0.6234 2.5222 -0.2851
P -0.5751 2.1336 0.0753
C -0.3515 0.4428 -0.0733
C -1.3698 -0.6841 0.0268
S 1.3499 -0.3305 0.0172
O 1.1592 -1.3119 1.0912
O 1.4924 -0.9506 -1.3037
O 2.3305 0.7108 0.3008
H -2.1577 -0.3531 0.6376
H -0.7268 -1.3871 0.5037
H -1.7745 -0.7923 -0.9905
*
```

Results of the Mulliken charge analysis, in e, for atoms 1 through 2:
1 H -0.044
2 P -0.116



So which one is most stable? That would be arrangement 2, about 11.5 kcal/mol below the next structure.



Arrangement 1

Below is an isolated ion of composition C4H11NO and charge +1, with properties calculated with ωB97M-V/def2-TZVPD.

Calculated values
⟨S²⟩   0.756
Molecular weight   89.14 g/mol

Structure (ORCA input):
```
! RIJCOSX wB97M-V def2-TZVPD def2/J DEFGRID3
* xyz 1 2
C 0.8021 0.4559 0.6807
C -0.3589 -0.5855 0.9752
C -1.5139 -0.6011 0.0160
O -0.3810 -0.5341 2.3560
C 1.2744 0.3882 -0.8015
N 0.2816 0.6542 -1.8097
H 0.5015 1.5183 0.9847
H 1.6386 0.0778 1.3259
H -0.0386 -1.6412 0.8112
H -1.3129 0.2951 -0.5273
H -2.5242 -0.2924 0.6543
H -1.8448 -1.2753 -0.8049
H -0.9464 -1.1932 2.7340
H 2.2199 1.1187 -0.8886
H 1.5686 -0.6095 -0.9954
H 0.0919 1.6822 -1.7972
H 0.5418 0.5419 -2.9135
*
```

Results of the Mulliken charge analysis, in e, for atoms 1 through 2:
1 C -0.687
2 C 0.193



Arrangement 2

Below is a 2-piece molecular cluster, C4H11NO overall, with properties calculated with ωB97M-V/def2-TZVPD.

Calculated values
⟨S²⟩   0.756
Molecular weight   89.14 g/mol

Structure (ORCA input):
```
! RIJCOSX wB97M-V def2-TZVPD def2/J DEFGRID3
* xyz 1 2
C -2.7206 -0.3305 1.7110
C -1.6288 0.6982 1.5843
O -1.7662 1.6788 0.8823
N -0.4651 0.6866 2.3546
H -2.8636 -0.6735 0.6363
H -3.5828 0.2880 1.9417
H 0.1825 1.4772 2.2785
H -0.0433 -0.1584 2.7122
H -2.5657 -1.1313 2.4096
C 2.0205 -0.9079 -1.5807
C 1.7791 0.2739 -2.5768
H 1.7437 -1.8950 -1.9227
H 3.0741 -0.9589 -1.2871
H 1.4357 -0.7513 -0.6466
H 1.6404 1.1690 -1.9687
H 1.0799 0.1203 -3.4000
H 2.6803 0.4147 -3.1281
*
```

Results of the Mulliken charge analysis, in e, for atoms 1 through 2:
1 C -0.805
2 C 0.704



So which one is most stable? That would be arrangement 2, about 39.7 kcal/mol below the next structure.



Arrangement 1

Below is a 3-piece molecular cluster, C3H11NO2 overall, with properties calculated with ωB97M-V/def2-TZVPD.

Calculated values
⟨S²⟩   0.762
Molecular weight   93.13 g/mol

Structure (ORCA input):
```
! RIJCOSX wB97M-V def2-TZVPD def2/J DEFGRID3
* xyz 1 2
C -0.0292 -1.9599 -0.2598
C -0.7795 -0.6654 -0.4478
C -0.9178 0.0107 -1.6456
N -1.2957 -0.1564 0.6956
H 0.6892 -1.9557 -1.0811
H -0.6923 -2.7918 -0.4387
H 0.5280 -1.9668 0.6646
H -1.5269 0.9275 -1.6870
H -0.2795 -0.0550 -2.5136
H -1.6695 -0.7721 1.4151
H -1.7033 0.7733 0.6563
H 1.1544 0.3308 1.6602
H 1.5560 1.6049 2.1600
O 1.9624 0.7591 1.9209
H 0.2872 1.7389 -0.1216
H 1.6683 1.8619 -0.7897
O 1.0481 2.3162 -0.1877
*
```

Results of the Mulliken charge analysis, in e, for atoms 1 through 2:
1 C -1.189
2 C 0.818



Arrangement 2

Below is a 2-piece molecular cluster, C3H11NO2 overall, with properties calculated with ωB97M-V/def2-TZVPD.

Calculated values
⟨S²⟩   0.755
Molecular weight   93.13 g/mol

Structure (ORCA input):
```
! RIJCOSX wB97M-V def2-TZVPD def2/J DEFGRID3
* xyz 1 2
C -3.0226 0.6285 0.4824
O -4.1307 1.4959 0.4809
C -2.1097 0.0899 -0.5761
H -2.3934 1.0894 1.2433
H -3.6525 -0.1759 0.8922
H -3.9984 2.4449 0.5922
H -2.5365 -0.5496 -1.2430
H -1.8415 0.8959 -1.3081
H -1.0789 -0.2886 -0.2876
N 3.8320 -0.9540 -0.8131
C 2.6556 -0.5299 -0.1542
O 2.7229 0.2125 1.0497
H 4.7846 -0.7264 -0.4852
H 3.8069 -1.9406 -0.7347
H 2.0855 0.1215 -0.8774
H 2.0677 -1.4445 -0.1020
H 2.8090 -0.3690 1.8409
*
```

Results of the Mulliken charge analysis, in e, for atoms 1 through 2:
1 C -0.202
2 O -0.525



So which one is most stable? That would be arrangement 1, about 68.6 kcal/mol below the next structure.



Arrangement 1

Below is one molecule with the formula C7H16O, with properties calculated with ωB97M-V/def2-TZVPD.

Calculated values
Molecular weight   116.20 g/mol
Structure (SMILES)   C[C@@H](CO)C(C)(C)C

Structure (ORCA input):
```
! RIJCOSX wB97M-V def2-TZVPD def2/J DEFGRID3
* xyz 0 1
C -1.3910 1.4416 0.4423
C -0.0194 0.9281 0.0371
C 0.9631 1.0260 1.1592
O 1.1431 2.5154 1.4040
C 0.0087 -0.6991 -0.3806
C -0.0912 -1.6625 0.8018
C -1.1887 -0.9356 -1.3052
C 1.2860 -0.9907 -1.1710
H -1.2777 2.4485 0.8401
H -1.8312 0.8183 1.2171
H -2.0694 1.4817 -0.4064
H 0.3471 1.4664 -0.8432
H 1.9462 0.6066 0.9307
H 0.5632 0.6651 2.1049
H 1.5981 2.8926 0.6416
H -0.1993 -2.6853 0.4384
H 0.8068 -1.6424 1.4151
H -0.9514 -1.4309 1.4262
H -2.1298 -0.8545 -0.7672
H -1.1394 -1.9398 -1.7279
H -1.1970 -0.2233 -2.1284
H 1.2757 -2.0183 -1.5350
H 1.3692 -0.3321 -2.0343
H 2.1782 -0.8758 -0.5594
*
```

Results of the Mulliken charge analysis, in e, for atoms 1 through 2:
1 C -1.643
2 C 0.597



Arrangement 2

Below is one molecule with the formula C7H16O, with properties calculated with ωB97M-V/def2-TZVPD.

Calculated values
Molecular weight   116.20 g/mol
Structure (SMILES)   CC[C@@H](C)C(C)(C)O

Structure (ORCA input):
```
! RIJCOSX wB97M-V def2-TZVPD def2/J DEFGRID3
* xyz 0 1
C -2.4587 0.1344 1.3577
C -1.2599 -0.6172 0.6225
C -0.1096 0.3362 0.3763
C 0.6968 0.5473 1.6527
C 0.8360 -0.2408 -0.8188
C 2.0594 0.6596 -0.9940
C 0.0949 -0.3117 -2.1597
O 1.3425 -1.5178 -0.4708
H -3.2869 -0.5588 1.4869
H -2.8052 0.9759 0.7617
H -2.1488 0.4948 2.3349
H -0.9371 -1.4451 1.2564
H -1.6773 -1.0192 -0.3009
H -0.4994 1.2929 0.0167
H 0.0432 0.8113 2.4807
H 1.4226 1.3479 1.5386
H 1.2282 -0.3651 1.9154
H 2.7192 0.5712 -0.1368
H 1.7566 1.6953 -1.1219
H 2.6210 0.3480 -1.8729
H 0.7565 -0.7234 -2.9211
H -0.7780 -0.9600 -2.1140
H -0.2224 0.6808 -2.4691
H 0.6063 -2.1365 -0.4207
*
```

Results of the Mulliken charge analysis, in e, for atoms 1 through 2:
1 C -1.325
2 C -0.537



So which one is most stable? That would be arrangement 2, about 10.2 kcal/mol below the next structure.